Model i:
{"formula": "C7H9NO2", "method": "wB97M-V/def2-TZVPD", "smiles": "Cc1c[nH]c([C@H](O)C=O)c1", "e_lumo_ev": 0.9, "e_homo_ev": -8.474, "symbols": ["C", "C", "C", "C", "C", "C", "C", "N", "O", "O", "H", "H", "H", "H", "H", "H", "H", "H", "H"], "coordinates": [[-0.065, 0.245, -0.851], [-0.970, 0.983, -0.036], [1.194, 0.264, -0.200], [-0.351, 1.075, 1.211], [1.914, -1.079, -0.218], [0.698, -1.623, 0.454], [-2.403, 1.252, -0.332], [0.931, 0.727, 1.058], [2.123, -1.384, -1.559], [0.403, -1.498, 1.608], [-0.301, 0.096, -1.942], [2.861, -0.850, 0.108], [-0.050, -2.096, -0.337], [-2.996, 1.030, 0.614], [-2.751, 2.188, -0.754], [-2.717, 0.411, -0.953], [1.642, 0.670, 1.845], [1.449, -1.955, -1.911], [-0.612, 1.542, 2.195]]}



Model ii:
{"formula": "C7H9NO2", "method": "wB97M-V/def2-TZVPD", "smiles": "[H]/N=C1/CCC(O)=C1C(C)=O", "e_lumo_ev": 0.4, "e_homo_ev": -9.096, "symbols": ["C", "C", "C", "C", "C", "C", "C", "H", "H", "H", "H", "H", "H", "H", "H", "H", "N", "O", "O"], "coordinates": [[1.616, -1.528, -1.552], [1.420, -0.722, -0.252], [0.112, -0.029, -0.040], [-0.148, 0.743, 1.057], [-1.498, 1.322, 1.152], [-2.100, 0.918, -0.213], [-1.082, -0.024, -0.876], [2.659, -1.862, -1.650], [0.945, -2.411, -1.544], [1.348, -0.907, -2.415], [0.304, 1.367, 2.770], [-1.511, 2.394, 1.326], [-2.009, 0.801, 1.971], [-2.339, 1.751, -0.877], [-3.045, 0.383, -0.058], [-0.648, -1.223, -2.218], [-1.431, -0.645, -1.932], [2.327, -0.833, 0.527], [0.722, 0.850, 2.044]]}



Model iii:
{"formula": "C7H9NO2", "method": "wB97M-V/def2-TZVPD", "e_lumo_ev": [-0.6, -0.4], "e_homo_ev": [-8.821, -9.143], "symbols": ["C", "C", "C", "C", "C", "C", "C", "N", "O", "O", "H", "H", "H", "H", "H", "H", "H", "H", "H"], "coordinates": [[2.379, -1.242, 0.061], [0.144, 0.069, -0.646], [2.096, 1.183, 0.149], [2.475, -2.535, -0.091], [-1.161, -0.074, -0.761], [-2.952, 0.750, 0.876], [-2.352, 0.921, -0.494], [2.865, -0.031, 0.254], [2.537, 2.213, 0.486], [0.863, 1.206, -0.328], [3.409, -2.992, -0.018], [1.672, -3.207, -0.387], [-1.473, -1.103, -0.983], [-3.523, -0.146, 0.954], [-3.731, 1.464, 1.086], [-2.133, 0.696, 1.649], [-1.895, 1.882, -0.688], [-3.131, 0.696, -1.438], [3.911, 0.252, 0.318]]}



Out of the structures above, which one is the most stable? Solution: model ii.